No. 1
C30H50F5GaN7O3 | ωB97M-V/def2-TZVPD

net charge = -1
lowest unoccupied orbital energy = 0.0773 Eh
E = -114459.6811 eV
HOMO = -0.20670 Ha
gap between HOMO and LUMO = 7.7 eV

Element x y z (Å)
1 O -3.40 -2.52 1.22
2 C -2.20 -2.55 1.11
3 F -1.66 -2.96 -0.07
4 N -1.29 -2.29 2.09
5 Ga -1.48 -0.28 2.52
6 C -0.08 0.08 3.96
7 C 0.14 1.59 4.03
8 O -1.08 2.26 4.38
9 C -1.14 2.78 5.67
10 C -1.19 1.75 6.78
11 F -1.50 2.39 7.93
12 F -0.02 1.13 7.02
13 F -2.11 0.81 6.58
14 C 0.03 -2.52 1.68
15 O 0.80 -3.32 2.15
16 F 0.48 -1.72 0.68
17 H -1.20 0.52 1.16
18 H -2.97 0.02 3.01
19 H 0.85 -0.36 3.61
20 H -0.38 -0.34 4.91
21 H 0.39 1.92 3.02
22 H 0.96 1.88 4.69
23 H -2.07 3.32 5.73
24 H -0.36 3.50 5.88
25 C 2.31 -4.15 -2.02
26 C 0.81 -3.96 -2.17
27 C 0.39 -3.57 -3.59
28 C 0.93 -2.28 -4.01
29 N 1.38 -1.27 -4.34
30 H 2.85 -3.22 -2.23
31 H 2.56 -4.46 -1.01
32 H 2.68 -4.91 -2.71
33 H 0.47 -3.21 -1.45
34 H 0.30 -4.89 -1.91
35 H -0.70 -3.52 -3.64
36 H 0.71 -4.34 -4.29
37 C -2.29 5.66 1.50
38 C -0.88 6.09 1.10
39 C 0.20 5.12 1.60
40 C 0.26 5.07 3.06
41 N 0.32 5.03 4.20
42 H -2.41 5.63 2.59
43 H -3.03 6.35 1.10
44 H -2.51 4.66 1.12
45 H -0.69 7.09 1.48
46 H -0.82 6.13 0.01
47 H 1.16 5.43 1.23
48 H 0.01 4.12 1.21
49 C 4.44 4.50 4.72
50 C 5.35 5.09 3.64
51 C 4.56 5.77 2.52
52 C 3.71 4.83 1.80
53 N 3.02 4.08 1.28
54 H 3.79 3.73 4.31
55 H 5.04 4.05 5.51
56 H 3.81 5.27 5.17
57 H 5.98 4.30 3.22
58 H 6.01 5.82 4.09
59 H 5.25 6.24 1.81
60 H 3.94 6.57 2.93
61 C 2.94 4.12 -2.96
62 C 2.90 2.62 -2.70
63 C 1.52 2.00 -2.96
64 C 0.51 2.54 -2.06
65 N -0.29 2.96 -1.36
66 H 2.25 4.66 -2.30
67 H 3.94 4.52 -2.78
68 H 2.66 4.35 -3.99
69 H 3.20 2.43 -1.66
70 H 3.63 2.13 -3.34
71 H 1.58 0.92 -2.83
72 H 1.23 2.18 -4.00
73 C -2.34 -8.54 0.25
74 C -1.97 -7.07 0.44
75 C -2.73 -6.13 -0.50
76 C -2.41 -6.38 -1.90
77 N -2.15 -6.54 -3.01
78 H -2.09 -8.88 -0.76
79 H -1.80 -9.16 0.96
80 H -3.41 -8.69 0.40
81 H -0.90 -6.94 0.31
82 H -2.19 -6.78 1.47
83 H -2.48 -5.09 -0.27
84 H -3.80 -6.23 -0.35
85 C -2.11 -2.00 -6.63
86 C -3.18 -2.91 -6.04
87 C -3.48 -4.13 -6.92
88 C -4.03 -3.76 -8.22
89 N -4.46 -3.46 -9.24
90 H -2.43 -1.58 -7.59
91 H -1.91 -1.16 -5.96
92 H -1.17 -2.54 -6.79
93 H -4.09 -2.34 -5.87
94 H -2.84 -3.27 -5.07
95 H -4.19 -4.78 -6.41
96 H -2.57 -4.72 -7.07

---

No. 2
C30H50N3O6P3S2SbSe4TeTi | ωB97M-V/def2-TZVPD

net charge = -1
energy relative to the best compared isomer or geometry (same formula, charge and spin) = 0.0 kJ/mol
lowest unoccupied orbital energy = 0.0600 Eh
E = -396555.2517 eV
HOMO = -0.16684 Ha
gap between HOMO and LUMO = 6.2 eV

Element x y z (Å)
1 Ti 1.44 -0.92 -0.89
2 C 1.22 -0.56 5.54
3 P 1.54 -0.01 3.81
4 C 3.21 0.72 4.10
5 C 0.49 1.50 3.71
6 C 1.06 2.77 3.62
7 C 0.27 3.90 3.44
8 C -1.10 3.78 3.37
9 C -1.68 2.52 3.47
10 C -0.90 1.38 3.63
11 P -1.68 -0.29 3.69
12 C -2.97 -0.01 4.99
13 C -2.72 -0.21 2.18
14 H 1.14 0.28 6.23
15 H 2.05 -1.19 5.86
16 H 0.30 -1.15 5.58
17 H 3.25 1.37 4.97
18 H 3.53 1.28 3.22
19 H 3.90 -0.11 4.24
20 H 2.13 2.89 3.64
21 H 0.74 4.87 3.35
22 H -1.73 4.65 3.23
23 H -2.76 2.43 3.40
24 H -3.59 0.86 4.79
25 H -2.48 0.11 5.96
26 H -3.61 -0.90 5.03
27 H -3.47 0.59 2.22
28 H -3.22 -1.17 2.04
29 H -2.06 -0.04 1.33
30 Se -1.78 0.24 -6.41
31 Sb -0.59 -1.88 -6.20
32 Se 1.09 -1.39 -3.44
33 Se 3.11 -0.56 -2.66
34 Se -2.16 -3.59 -5.66
35 C -1.46 4.26 -4.99
36 C -0.02 4.70 -4.71
37 C 0.68 3.95 -3.58
38 C 0.91 2.47 -3.81
39 N -0.30 1.67 -3.76
40 C -0.74 1.00 -2.71
41 S 0.05 1.13 -1.16
42 N -1.84 0.26 -2.88
43 C -2.42 -0.66 -1.92
44 C -3.88 -0.35 -1.66
45 C -4.77 -0.48 -2.89
46 C -4.78 -1.88 -3.49
47 H -1.96 4.99 -5.63
48 H -2.03 4.17 -4.06
49 H -1.51 3.30 -5.50
50 H -0.02 5.77 -4.46
51 H 0.58 4.60 -5.62
52 H 0.12 4.07 -2.64
53 H 1.66 4.41 -3.41
54 H 1.61 2.09 -3.07
55 H 1.36 2.30 -4.80
56 H -0.76 1.45 -4.65
57 H -2.11 0.11 -3.86
58 H -1.84 -0.60 -1.00
59 H -2.31 -1.67 -2.32
60 H -3.95 0.65 -1.23
61 H -4.23 -1.06 -0.89
62 H -4.44 0.24 -3.66
63 H -5.78 -0.18 -2.62
64 H -3.83 -2.13 -3.96
65 H -5.54 -1.97 -4.26
66 H -4.99 -2.63 -2.72
67 C -0.59 -4.67 3.61
68 C 0.59 -4.20 2.79
69 O 0.23 -3.04 2.04
70 P -0.08 -3.06 0.49
71 O -0.22 -1.60 0.08
72 Te 1.65 -3.90 -0.85
73 O -1.46 -3.82 0.50
74 C -2.44 -3.98 -0.54
75 C -1.90 -4.24 -1.93
76 H -0.29 -5.51 4.25
77 H -1.40 -5.00 2.96
78 H -0.95 -3.86 4.24
79 H 0.96 -4.97 2.11
80 H 1.42 -3.89 3.43
81 H -3.07 -3.08 -0.53
82 H -3.06 -4.82 -0.21
83 H -1.19 -3.48 -2.25
84 H -2.74 -4.23 -2.63
85 H -1.41 -5.21 -2.00
86 O 3.16 2.94 1.25
87 S 3.35 2.07 0.13
88 O 3.20 2.61 -1.19
89 N 2.48 0.68 0.35
90 C 3.29 -0.35 0.62
91 O 2.79 -1.49 0.70
92 C 4.74 -0.04 0.62
93 C 5.80 -0.91 0.82
94 C 7.08 -0.39 0.71
95 C 7.28 0.96 0.39
96 C 6.21 1.82 0.19
97 C 4.94 1.29 0.31
98 H 5.62 -1.95 1.04
99 H 7.94 -1.03 0.85
100 H 8.29 1.33 0.30
101 H 6.36 2.86 -0.07

---

Look up the HOMO of the first one.
-0.20670 Ha